Below is a structure of composition C27H41O6PS2SbSe2Si3Zr in a non-equilibrium geometry, with properties calculated with ωB97M-V/def2-TZVPD.

Computed properties:
- calculated total energy (a.u.) = -8601.22085
- E_HOMO (Eh) = -0.3428
- total charge = +1

Geometry (Å):
1 Zr -1.3633 -0.1639 -0.3620
2 Se -1.0456 -0.9847 2.0992
3 P 0.4024 -2.1293 0.9464
4 Se 0.7423 -1.6646 -1.1450
5 C -0.1389 -3.8731 1.0038
6 C 0.1901 -4.7514 -0.0247
7 C -0.1310 -6.0957 0.0855
8 C -0.7722 -6.5681 1.2201
9 C -1.1005 -5.6959 2.2474
10 C -0.7844 -4.3514 2.1410
11 C 1.9824 -2.2098 1.8720
12 C 3.1303 -2.6160 1.1982
13 C 4.3152 -2.7732 1.8994
14 C 4.3535 -2.5251 3.2653
15 C 3.2069 -2.1221 3.9341
16 C 2.0174 -1.9597 3.2387
17 H 0.6962 -4.3906 -0.9085
18 H 0.1268 -6.7758 -0.7154
19 H -1.0183 -7.6187 1.3030
20 H -1.5968 -6.0612 3.1365
21 H -1.0381 -3.6712 2.9435
22 H 3.0817 -2.7962 0.1310
23 H 5.2112 -3.0946 1.3844
24 H 5.2827 -2.6350 3.8088
25 H 3.2374 -1.9348 4.9996
26 H 1.1164 -1.6433 3.7502
27 O -2.1227 -2.0460 -0.8558
28 S -2.2345 -1.6854 -2.2856
29 O -1.8408 -2.7026 -3.1928
30 O -1.5062 -0.3895 -2.4126
31 C -3.8818 -1.1357 -2.6720
32 C -4.4405 -1.6326 -3.8383
33 C -5.6099 -1.0771 -4.3371
34 C -6.2385 -0.0486 -3.6536
35 C -5.6833 0.4498 -2.4832
36 C -4.4875 -0.0652 -2.0064
37 S -3.8258 0.7417 -0.5554
38 O -3.3342 -0.2811 0.3819
39 O -4.8282 1.6131 -0.0494
40 O -2.5683 1.4404 -0.9482
41 H -3.9344 -2.4465 -4.3394
42 H -6.0236 -1.4509 -5.2636
43 H -7.1604 0.3754 -4.0262
44 H -6.1650 1.2395 -1.9236
45 C 3.3587 3.7326 0.3724
46 Si 3.4414 1.8625 0.4135
47 C 4.0572 0.9157 -1.0884
48 C 3.9250 1.0893 2.0507
49 Sb 0.7852 1.2912 0.2662
50 Si -0.0760 2.3314 -2.6403
51 C 0.4063 4.0819 -2.0943
52 C 1.2706 1.2766 -3.4210
53 C -1.7149 2.4321 -3.5570
54 Si -0.2235 2.8902 2.4392
55 C 0.3384 4.6256 1.9560
56 C -2.0698 2.6156 2.2413
57 C 0.7488 1.9601 3.7564
58 H 4.3450 4.1672 0.1885
59 H 2.9928 4.1106 1.3248
60 H 2.6840 4.0692 -0.4124
61 H 5.0836 0.5671 -0.9510
62 H 4.0312 1.5279 -1.9904
63 H 3.4186 0.0449 -1.2401
64 H 5.0052 0.9246 2.0809
65 H 3.4305 0.1242 2.1554
66 H 3.6520 1.7152 2.9002
67 H 1.2673 4.4208 -2.6796
68 H 0.6762 4.1326 -1.0457
69 H -0.4143 4.7783 -2.2729
70 H 2.2303 1.7936 -3.3657
71 H 1.0473 1.0512 -4.4669
72 H 1.3855 0.3328 -2.9019
73 H -2.5027 2.8388 -2.9285
74 H -2.0244 1.4573 -3.9271
75 H -1.5783 3.1034 -4.4103
76 H 0.6245 4.6785 0.9116
77 H 1.1916 4.9441 2.5578
78 H -0.4670 5.3452 2.1239
79 H -2.3230 2.5391 1.1912
80 H -2.6472 3.4467 2.6545
81 H -2.3927 1.7036 2.7444
82 H 1.5015 2.5984 4.2218
83 H 1.2406 1.0937 3.3165
84 H 0.0761 1.5928 4.5351

Atomic forces in eV per Å
Zr 3.09 1.64 1.78
Se -0.06 -0.75 1.03
P 0.99 -1.84 0.82
Se 1.29 -0.56 0.14
C -0.03 0.06 -0.01
C 0.01 0.02 0.06
C 0.03 -0.01 0.02
C -0.04 -0.06 -0.02
C 0.03 0.02 0.03
C 0.04 0.04 0.02
C -0.20 0.35 -0.24
C -0.06 0.06 0.02
C 0.04 -0.03 -0.03
C 0.00 0.05 0.01
C 0.00 0.00 0.05
C -0.04 -0.04 -0.05
H -0.03 0.01 -0.05
H -0.01 0.01 -0.01
H -0.01 0.01 0.00
H -0.02 0.00 -0.01
H -0.05 -0.03 0.01
H 0.10 -0.03 0.00
H -0.01 0.02 -0.02
H -0.01 -0.04 0.00
H 0.00 0.02 -0.01
H 0.04 0.01 0.04
O -0.93 -1.15 -0.53
S -0.88 -1.79 -2.24
O -0.24 0.10 -0.05
O -0.18 -0.23 -1.36
C 0.16 -0.05 -0.14
C 0.16 -0.12 0.25
C -0.18 0.08 0.03
C 0.07 -0.14 -0.10
C 0.10 0.04 0.19
C -0.03 0.05 0.21
S -2.77 1.38 0.14
O -1.17 -0.14 0.53
O 0.06 -0.13 -0.16
O -0.41 0.88 -0.31
H -0.04 0.04 -0.08
H -0.04 -0.03 0.03
H 0.00 -0.01 -0.02
H -0.01 0.03 -0.07
C 0.53 -0.26 -0.10
Si -1.51 -0.59 -0.16
C 0.30 0.32 0.25
C 0.16 0.24 -0.31
Sb 0.73 2.77 0.48
Si 0.61 0.14 1.28
C 0.06 -0.18 -0.52
C -0.27 0.34 -0.35
C 0.30 -0.33 0.20
Si 0.79 -0.98 -2.32
C -0.28 0.01 0.71
C 0.15 0.23 0.71
C -0.48 0.36 0.25
H -0.01 0.05 0.01
H 0.01 -0.03 0.05
H 0.08 0.00 -0.05
H 0.01 0.02 0.01
H -0.02 -0.01 0.02
H 0.02 -0.03 0.02
H 0.01 -0.01 0.04
H 0.05 -0.06 0.01
H -0.02 0.03 -0.03
H -0.03 0.06 -0.01
H -0.06 -0.03 -0.02
H -0.01 0.00 -0.01
H -0.05 0.07 -0.04
H 0.05 0.08 -0.02
H -0.06 -0.12 0.08
H 0.04 0.07 0.02
H -0.04 0.01 -0.04
H 0.15 0.02 0.02
H -0.05 -0.03 -0.02
H 0.00 0.03 -0.01
H 0.03 0.03 0.00
H 0.01 0.12 -0.15
H -0.02 -0.03 0.05
H -0.03 -0.03 0.00
H 0.01 0.00 0.01
H 0.00 -0.02 -0.01
H 0.07 0.01 0.07

Here are the Löwdin charges for atoms 1 to 4, given in e:
1. Zr 0.804
2. Se 0.455
3. P 0.286
4. Se 0.481